Entry from the OMol25 dataset: CH5NO2S2 in the gas phase (ωB97M-V/def2-TZVPD).

Summary:
energy relative to the best compared isomer or geometry (same formula, charge and spin)	114.49	kcal/mol
highest occupied orbital energy	-9.38	eV
gap between HOMO and LUMO	9.146	eV

```
! RIJCOSX wB97M-V def2-TZVPD def2/J DEFGRID3
* xyz 0 1
C -1.95559 0.69408 -0.44479
N 3.32440 -0.08263 0.25428
O -1.36864 -1.81404 0.56090
O 0.37166 0.18793 0.63152
S 1.93643 -0.77081 0.36776
S -1.27962 -0.39649 0.88646
H -1.62030 1.68508 -0.43255
H -1.71456 0.48910 -1.46904
H -2.99088 0.88068 -0.37277
H 3.80187 -0.09389 1.05232
H 1.49523 -0.77901 -1.03410
*
```